Computed, not measured: a molecular structure, C29H20ClIrN4O2, with ωB97M-V/def2-TZVPD.

Calculated values
**Spin multiplicity**: 1
**Gap between HOMO and LUMO**: 7.0 eV
**Energy above the lowest of the compared OMol25 structures with the same formula, charge and spin**: 3.0 kcal/mol
**E**: -2051.08665 Ha

CARTESIAN COORDINATES (ANGSTROEM)
1 Ir -1.01 -0.12 -1.26
2 C -0.15 1.75 -1.42
3 C -0.20 2.41 -0.10
4 C -1.31 3.16 0.29
5 C -1.54 3.47 1.62
6 C -0.62 3.07 2.59
7 C 0.56 2.43 2.20
8 C 0.76 2.11 0.88
9 C -0.95 3.20 3.98
10 N -1.29 3.26 5.07
11 H 0.88 1.54 -1.72
12 H -0.70 2.31 -2.18
13 H -2.03 3.46 -0.46
14 H -2.44 4.00 1.91
15 H 1.29 2.15 2.95
16 H 1.65 1.58 0.58
17 N -3.86 1.02 4.05
18 C -3.24 0.64 2.90
19 C -3.86 0.76 1.65
20 C -3.17 0.44 0.52
21 N -1.90 -0.03 0.54
22 C -1.32 -0.21 1.73
23 C -1.94 0.10 2.91
24 H -4.69 1.57 3.98
25 H -3.28 1.22 4.85
26 H -4.87 1.14 1.57
27 H -3.60 0.57 -0.47
28 H -0.32 -0.62 1.71
29 H -1.42 -0.04 3.85
30 Cl 3.59 0.00 -4.71
31 C 1.89 0.27 -4.45
32 C 1.18 -0.59 -3.65
33 C -0.17 -0.34 -3.45
34 C -0.80 0.75 -4.03
35 C -0.07 1.59 -4.86
36 C 1.28 1.36 -5.07
37 C -2.24 1.06 -3.69
38 O -2.94 1.70 -4.46
39 O -2.57 0.63 -2.52
40 H 1.66 -1.45 -3.19
41 H -0.76 -1.07 -2.87
42 H -0.57 2.43 -5.33
43 H 1.86 2.02 -5.70
44 N 5.76 -6.50 2.38
45 C 4.98 -5.75 1.96
46 C 4.02 -4.82 1.45
47 C 4.42 -3.82 0.56
48 C 3.49 -2.92 0.07
49 C 2.15 -3.00 0.45
50 C 1.76 -4.01 1.34
51 C 2.68 -4.91 1.83
52 C 1.19 -2.07 -0.06
53 C 0.43 -1.24 -0.52
54 H 5.46 -3.75 0.27
55 H 3.80 -2.15 -0.62
56 H 0.72 -4.08 1.63
57 H 2.38 -5.69 2.52

***

Computed, not measured: 2 unconnected molecules or ions with the total composition C5H10N2O, with ωB97M-V/def2-TZVPD.

Calculated values
**Spin multiplicity**: 1
**Gap between HOMO and LUMO**: 9.6 eV
**Energy above the lowest of the compared OMol25 structures with the same formula, charge and spin**: 65.4 kcal/mol
**E**: -381.18119 Ha

CARTESIAN COORDINATES (ANGSTROEM)
1 C -0.56 0.71 0.30
2 C 2.60 -1.08 0.40
3 C -3.00 0.25 -0.20
4 N 1.19 -0.73 0.20
5 C 0.84 0.65 -0.18
6 C -1.54 -0.11 -0.41
7 N 1.73 1.48 -0.50
8 O -1.23 -1.09 -1.08
9 H 0.69 -1.36 -0.43
10 H 1.34 2.41 -0.60
11 H -0.91 1.68 0.66
12 H 0.10 -0.37 1.01
13 H 2.66 -2.12 0.70
14 H 3.17 -0.92 -0.52
15 H 3.01 -0.44 1.18
16 H -3.29 0.98 -0.97
17 H -3.62 -0.64 -0.33
18 H -3.18 0.70 0.77

***

Computed, not measured: a molecular structure, C39H50BN8O8PrS2Te, with ωB97M-V/def2-TZVPD.

Calculated values
**Charge**: -2
**Spin multiplicity**: 3
**Gap between HOMO and LUMO (alpha / beta)**: 5.5 / 5.5 eV
**E**: -4162.47289 Ha

CARTESIAN COORDINATES (ANGSTROEM)
1 Pr 17.92 8.11 11.22
2 C 14.55 6.38 8.97
3 C 14.96 7.79 9.29
4 C 14.91 8.90 8.39
5 C 15.32 9.98 9.10
6 C 15.50 11.37 8.62
7 N 15.47 9.61 10.39
8 N 15.18 8.27 10.53
9 B 15.57 10.54 11.64
10 N 16.78 11.47 11.44
11 N 17.96 10.73 11.56
12 C 18.97 11.59 11.66
13 C 20.36 11.12 12.07
14 C 18.50 12.95 11.57
15 C 17.11 12.82 11.49
16 C 16.16 13.92 11.25
17 N 14.19 11.30 11.77
18 N 14.23 12.21 12.88
19 C 13.01 12.32 13.36
20 C 12.67 13.18 14.53
21 C 12.12 11.48 12.59
22 C 12.89 10.90 11.59
23 C 12.41 9.99 10.48
24 H 15.04 5.62 9.62
25 H 14.64 6.14 7.92
26 H 13.48 6.23 9.12
27 H 14.62 8.78 7.35
28 H 14.80 11.62 7.83
29 H 16.50 11.47 8.18
30 H 15.53 12.09 9.42
31 H 15.88 9.97 12.59
32 H 20.93 10.77 11.23
33 H 20.28 10.24 12.70
34 H 20.93 11.82 12.61
35 H 19.04 13.81 11.43
36 H 16.55 14.51 10.42
37 H 15.93 14.60 12.04
38 H 15.24 13.63 10.82
39 H 13.61 13.81 14.63
40 H 12.50 12.54 15.42
41 H 11.80 13.77 14.32
42 H 11.06 11.37 12.76
43 H 11.34 9.76 10.71
44 H 12.87 8.98 10.35
45 H 12.28 10.47 9.52
46 O 17.09 4.77 9.09
47 S 18.12 5.75 9.43
48 O 19.27 5.64 8.59
49 O 18.53 5.80 10.86
50 O 17.55 7.17 9.10
51 O 19.62 8.06 13.01
52 O 18.46 8.09 13.88
53 C 12.04 6.43 12.22
54 C 12.39 6.15 13.65
55 N 12.67 7.38 14.33
56 C 11.44 7.99 14.87
57 C 11.60 9.43 15.46
58 C 13.67 7.10 15.35
59 O 13.26 6.99 16.54
60 C 15.03 6.97 15.03
61 C 16.11 6.71 15.96
62 C 17.41 6.61 15.52
63 C 17.76 6.79 14.13
64 N 16.66 6.90 13.18
65 C 15.43 7.08 13.66
66 H 11.85 5.59 11.51
67 H 12.87 7.03 11.78
68 H 11.21 7.12 12.30
69 H 13.23 5.46 13.61
70 H 11.55 5.66 14.12
71 H 11.08 7.25 15.64
72 H 10.82 8.07 14.00
73 H 12.00 9.53 16.43
74 H 10.65 9.96 15.31
75 H 12.18 10.01 14.78
76 H 15.81 6.61 16.96
77 H 18.24 6.54 16.19
78 H 18.48 6.09 13.74
79 H 14.66 7.25 12.95
80 O 19.84 8.85 9.70
81 S 20.20 8.42 8.28
82 C 21.04 9.89 7.75
83 C 20.17 11.04 7.35
84 C 19.84 11.27 6.00
85 C 19.03 12.37 5.72
86 C 18.46 13.12 6.71
87 C 18.69 12.81 8.10
88 C 19.47 11.76 8.39
89 C 21.62 7.32 8.56
90 C 22.87 7.90 9.09
91 C 22.90 8.13 10.52
92 C 24.03 8.76 11.10
93 C 25.06 9.24 10.33
94 C 25.05 9.01 8.93
95 C 23.99 8.33 8.34
96 H 21.79 9.62 7.04
97 H 21.68 10.09 8.55
98 H 20.33 10.72 5.16
99 H 18.75 12.61 4.67
100 H 17.96 14.03 6.49
101 H 18.27 13.50 8.92
102 H 19.51 11.45 9.41
103 H 21.67 6.69 7.69
104 H 21.20 6.62 9.38
105 H 22.12 7.66 11.00
106 H 24.14 8.78 12.23
107 H 25.96 9.77 10.65
108 H 25.84 9.47 8.34
109 H 23.96 8.24 7.21
110 Te 21.30 6.97 13.62

***

Maximum force readings, ordered: 0.02747; 0.02474; 0.08842 hartree/bohr